1.
# C27H48N4O3S2Se2Si2W

A molecular structure, C27H48N4O3S2Se2Si2W (wB97M-V/def2-TZVPD, the OMol25 dataset).

Total energy ... -210827.7795 eV
Lowest unoccupied orbital energy ... -0.51 eV
Largest force on an atom ... 0.6 eV/Å
Kohn-Sham gap ... 6.93 eV

ORCA input file:
```
! RIJCOSX wB97M-V def2-TZVPD def2/J DEFGRID3
* xyz 0 1
W -1.68725 -0.21320 -0.50044
O -2.02741 5.85562 -0.77764
C -3.02417 5.17201 -0.03125
C -2.73646 3.66687 -0.06239
C -3.95217 3.00199 0.60424
O -3.56512 1.78690 1.23691
C -1.47422 3.42019 0.75041
Se -0.49022 1.73871 0.55187
C -2.51389 3.25368 -1.52532
Se -3.03444 1.42482 -1.93293
H -2.22701 6.79554 -0.77367
H -4.01948 5.35187 -0.45859
H -3.03150 5.51429 1.01033
H -4.72564 2.82133 -0.14816
H -4.35855 3.68475 1.36220
H -4.36230 1.27374 1.40920
H -1.70153 3.47643 1.81497
H -0.74210 4.18755 0.49928
H -1.47155 3.40838 -1.79803
H -3.13238 3.86132 -2.18674
O -1.45082 -1.01151 0.96857
N -2.97263 -3.36030 0.35468
C -3.06402 -4.51243 1.02499
C -4.19020 -4.93245 1.70377
C -5.30464 -4.10154 1.69035
C -5.22707 -2.90169 1.01848
C -4.03536 -2.56112 0.36687
S -4.04115 -0.98098 -0.47545
H -2.17131 -5.12943 1.01203
H -4.19038 -5.87953 2.22477
H -6.21418 -4.38406 2.20499
H -6.06028 -2.21203 0.99239
C 2.58179 0.45034 -3.69863
Si 1.01021 1.01227 -2.80335
C 1.66552 2.56933 -1.98953
C -0.19121 1.52230 -4.16098
C 0.23403 -0.40567 -1.75322
C -0.44751 -1.37397 -2.62979
C -0.11787 -1.85327 -3.90556
C -0.92518 -2.80575 -4.48088
C -2.06231 -3.26025 -3.80728
C -2.36453 -2.71500 -2.58524
N -1.56302 -1.79746 -2.02136
Si 1.57913 -1.41946 -0.80860
C 0.88860 -2.73233 0.32571
C 2.59305 -2.44270 -2.02286
C 2.70050 -0.23869 0.11219
H 2.88451 1.30816 -4.30757
H 2.49845 -0.40618 -4.36707
H 3.39611 0.25392 -2.99912
H 1.86205 3.27363 -2.80521
H 2.61811 2.36859 -1.49353
H 1.00352 3.04470 -1.27489
H -0.71201 2.44386 -3.89519
H -0.95607 0.77413 -4.37000
H 0.36434 1.70909 -5.08395
H 0.76303 -1.48759 -4.40865
H -0.67518 -3.20126 -5.45764
H -2.71659 -4.00862 -4.22946
H -3.24944 -3.00275 -2.04405
H 0.16159 -3.35916 -0.19935
H 0.42542 -2.34382 1.22777
H 1.72530 -3.37312 0.62434
H 1.96323 -3.16200 -2.55208
H 3.30961 -3.02448 -1.43497
H 3.15532 -1.87550 -2.76135
H 2.13844 0.58081 0.56320
H 3.46367 0.18736 -0.54420
H 3.20600 -0.77428 0.91952
C 4.15459 1.62553 4.60910
N 3.07730 1.15361 3.75062
C 2.05426 2.15410 3.50255
C 2.73720 -0.17221 3.71406
S 1.15588 -0.68630 3.64011
N 3.80076 -1.03507 3.70990
C 3.57331 -2.45949 3.85842
C 5.05647 -0.69940 3.05454
H 3.73063 2.20761 5.43317
H 4.84886 2.26575 4.05953
H 4.70274 0.79062 5.03400
H 2.55333 3.09131 3.25085
H 1.42056 2.30667 4.38242
H 1.41715 1.84585 2.67770
H 2.77374 -2.63500 4.57110
H 4.49558 -2.91872 4.21838
H 3.28853 -2.92414 2.90819
H 5.00286 0.29532 2.62165
H 5.24420 -1.41415 2.24821
H 5.90091 -0.74273 3.74765
*
```

=====

2.
# C27H49AsN4O9S2SiY

A molecular structure, C27H49AsN4O9S2SiY (wB97M-V/def2-TZVPD, the OMol25 dataset).

Total energy ... -144626.1653 eV
Lowest unoccupied orbital energy ... 1.89 eV
Largest force on an atom ... 0.2 eV/Å
Kohn-Sham gap ... 7.71 eV

ORCA input file:
```
! RIJCOSX wB97M-V def2-TZVPD def2/J DEFGRID3
* xyz -1 1
Y 0.11479 0.41593 -0.70983
C 1.45274 -1.17637 -3.75323
C 0.58411 0.06145 -3.91862
C 0.75399 0.68968 -5.28176
O 1.01681 0.99851 -2.87671
C -0.88040 -0.34689 -3.60396
O -1.62481 -0.69770 -4.49324
O -1.15533 -0.31341 -2.33239
H 2.49842 -0.91845 -3.92876
H 1.14545 -1.93042 -4.47768
H 1.35201 -1.60951 -2.75386
H 1.81207 0.82646 -5.50981
H 0.27118 1.66344 -5.35901
H 0.30511 0.03751 -6.02852
H 0.87047 1.90414 -3.19358
C 0.48655 1.12958 3.45449
C -0.85997 0.90003 2.78471
C -1.86097 0.27059 3.74599
C -1.43378 2.21075 2.27621
O -0.64990 0.02256 1.61517
Si -0.56684 -1.68254 1.70757
S 0.34348 -2.22614 -0.04948
O -2.06580 -2.27897 1.97509
C -3.21041 -2.46547 1.12686
C -3.37862 -1.28260 0.17860
C -4.39988 -2.56301 2.07301
C -3.03814 -3.75921 0.34251
O 0.26360 -1.98466 3.08173
C 0.44776 -3.21497 3.80130
C -0.70263 -3.36882 4.78945
C 1.77242 -3.06740 4.53591
C 0.49650 -4.40087 2.84518
H 0.38109 1.84112 4.27486
H 1.19619 1.54362 2.73967
H 0.88384 0.19434 3.84336
H -2.03086 0.96218 4.57292
H -1.49425 -0.66833 4.15274
H -2.81331 0.08816 3.24668
H -1.59554 2.88136 3.12094
H -2.39978 2.03894 1.79556
H -0.74499 2.69803 1.58742
H -3.38522 -0.34714 0.74474
H -4.32341 -1.36652 -0.36145
H -2.58184 -1.26307 -0.56859
H -4.51245 -1.63601 2.63786
H -4.24934 -3.38072 2.77929
H -5.31911 -2.74667 1.51451
H -2.16228 -3.69697 -0.30286
H -3.91756 -3.94472 -0.27711
H -2.91302 -4.59841 1.02959
H -0.71564 -2.52886 5.48670
H -0.58983 -4.29038 5.36349
H -1.65312 -3.39556 4.25565
H 1.74124 -2.19364 5.18875
H 2.58814 -2.93719 3.82381
H 1.97484 -3.94975 5.14576
H -0.44804 -4.50806 2.30818
H 0.67670 -5.31899 3.40766
H 1.29271 -4.27287 2.11151
N -1.79210 2.08437 -0.96927
C -1.52799 2.82646 -2.18036
C -2.13944 2.46214 -3.37147
C -1.79177 3.10859 -4.54810
C -0.83182 4.11227 -4.53908
C -0.25433 4.49910 -3.33904
C -0.59865 3.85945 -2.15488
S -0.24891 4.81285 -6.08864
O 0.76838 3.84716 -6.49088
O -1.42435 4.83132 -6.94151
O 0.27619 6.11660 -5.72155
H -2.62589 1.51676 -1.08901
H -1.94075 2.71400 -0.19213
H -2.85605 1.64869 -3.38660
H -2.24798 2.83034 -5.48923
H 0.47040 5.30296 -3.34594
H -0.13341 4.14946 -1.22146
N 1.20225 2.35042 0.10948
C 1.96445 3.04970 0.66186
N 2.77259 3.87462 1.20224
C 3.42267 3.51512 2.30243
N 4.02119 3.25530 3.25840
C 3.53049 -0.25384 1.47440
As 3.13020 -0.12960 -0.42939
C 3.98214 -1.77749 -1.02759
C 4.46928 1.17209 -0.98160
H 4.56540 -0.55887 1.62963
H 2.85627 -0.98606 1.92103
H 3.37764 0.71233 1.95537
H 4.98681 -1.85375 -0.61172
H 4.03940 -1.78459 -2.11531
H 3.38080 -2.62417 -0.69899
H 5.46327 0.84921 -0.67250
H 4.24981 2.13785 -0.52858
H 4.43867 1.28207 -2.06502
*
```

=====

3.
# C27H49BCl16NO7

5 unconnected molecules or ions with the total composition C27H49BCl16NO7 (wB97M-V/def2-TZVPD, the OMol25 dataset).

Total energy ... -245651.9893 eV
Lowest unoccupied orbital energy ... 1.44 eV
Largest force on an atom ... 2.2 eV/Å
Kohn-Sham gap ... 6.25 eV

ORCA input file:
```
! RIJCOSX wB97M-V def2-TZVPD def2/J DEFGRID3
* xyz -1 1
C -0.84315 -1.56367 4.37255
C -2.13163 -0.77529 4.06764
C -3.37675 -1.65788 3.94596
C -3.66257 -2.11848 2.51194
O -3.85774 -1.03350 1.66454
B -3.02004 -1.08593 0.46765
C -3.33022 -2.36822 -0.58189
O -3.77311 -1.96671 -1.89510
C -3.14029 -2.64825 -2.90384
O -1.73508 -2.51133 -2.89108
C -1.24775 -1.91085 -4.05969
C 0.24660 -1.66887 -3.88777
O 0.85742 -1.49329 -5.15975
O -1.62588 -0.98982 0.97983
C -0.75389 -0.31417 0.14184
C 0.12469 -1.44206 -0.45180
C 0.73815 -2.22115 0.73011
N 1.90188 -3.00666 0.28875
C -1.76039 0.41065 -0.83328
C -1.78630 1.96520 -0.89674
C -1.26422 2.72057 0.35437
C -1.97118 4.08867 0.54266
C -1.03854 5.15762 1.21845
C -0.42660 4.67752 2.56397
C 1.07580 4.31401 2.47554
C 1.45970 2.97961 3.16667
C 2.80071 3.08554 3.93229
C 3.84574 2.02338 3.56595
C 3.97423 1.77376 2.07102
O 4.30768 2.97584 1.41544
C 4.25301 2.79444 0.00714
O -3.05956 0.11340 -0.40459
H -0.74365 -2.45374 3.75074
H -0.76649 -1.83699 5.42684
H 0.00247 -0.89884 4.16494
H -1.99636 -0.09042 3.23576
H -2.28436 -0.14292 4.95431
H -4.23162 -1.03955 4.23923
H -3.35689 -2.50728 4.63577
H -2.92997 -2.85264 2.15299
H -4.62182 -2.66788 2.56944
H -4.17260 -2.92579 -0.12688
H -2.48621 -3.06827 -0.60424
H -3.41484 -3.71399 -2.87479
H -3.54086 -2.26287 -3.85053
H -1.35115 -2.53262 -4.95734
H -1.70373 -0.92209 -4.17373
H 0.72413 -2.47290 -3.31636
H 0.41736 -0.75108 -3.31446
H 1.76289 -1.21086 -5.02226
H -0.03209 0.37013 0.60533
H -0.45513 -2.18341 -0.99689
H 0.92291 -1.07849 -1.11894
H -0.03099 -2.90757 1.07813
H 0.95404 -1.53705 1.56010
H 2.32266 -3.46504 1.08450
H 2.54630 -2.36097 -0.14585
H -1.56895 0.08763 -1.87127
H -1.23632 2.37267 -1.75766
H -2.82983 2.24239 -1.04489
H -1.45107 2.11145 1.23897
H -0.20081 2.91171 0.20197
H -2.80431 3.94340 1.23560
H -2.33349 4.50593 -0.39866
H -0.20573 5.28612 0.51982
H -1.59762 6.08780 1.32583
H -1.03115 3.86285 2.96002
H -0.49217 5.51800 3.26051
H 1.42398 4.24981 1.44363
H 1.63561 5.11912 2.95734
H 1.43049 2.20398 2.40752
H 0.64100 2.75485 3.85365
H 3.20268 4.08592 3.77709
H 2.56966 2.96958 4.99404
H 4.81948 2.41283 3.88557
H 3.70411 1.07465 4.08562
H 3.09252 1.29155 1.64770
H 4.79439 1.04948 1.94511
H 3.23269 2.96378 -0.35114
H 4.97191 3.46209 -0.46165
H 4.52618 1.75990 -0.23290
C 5.18275 -2.12957 -5.46687
Cl 6.77787 -2.12135 -4.70413
Cl 5.36556 -2.00408 -7.22078
Cl 4.34032 -3.62764 -5.06467
Cl 4.24347 -0.75208 -4.87339
C 6.60193 6.10788 1.49426
Cl 7.47592 4.80783 0.67316
Cl 5.03635 6.35017 0.71691
Cl 6.35618 5.67273 3.18862
Cl 7.54727 7.60295 1.39960
C -6.25587 -4.48128 -4.56315
Cl -7.62684 -5.44968 -5.13630
Cl -4.74862 -5.35128 -4.87864
Cl -6.23225 -2.93359 -5.41908
Cl -6.41541 -4.19311 -2.83133
C -1.05149 -6.51934 -3.68006
Cl -1.95726 -6.77760 -5.18334
Cl -2.17750 -6.25792 -2.34892
Cl -0.06257 -7.95127 -3.34291
Cl -0.00779 -5.11019 -3.85539
*
```

=====

4.
# C27H49CrN8Si

A molecular structure, C27H49CrN8Si (wB97M-V/def2-TZVPD, the OMol25 dataset).

<S²> ... 6.065
Total energy ... -77009.0178 eV
Lowest unoccupied orbital energy (alpha / beta) ... -3.43 / -3.61 eV
Largest force on an atom ... 2.0 eV/Å
Kohn-Sham gap (alpha / beta) ... 6.36 / 6.15 eV

ORCA input file:
```
! RIJCOSX wB97M-V def2-TZVPD def2/J DEFGRID3
* xyz 1 5
Cr 0.37017 0.05898 -0.57046
C 5.28384 0.71509 1.73931
N 4.69500 -0.48179 1.16536
C 5.44612 -1.72225 1.34200
C 4.60546 -2.74363 0.59339
N 3.31467 -2.08354 0.51956
C 2.26667 -2.75380 -0.20613
C 3.42158 -0.73482 0.72935
N 2.41968 0.07148 0.52150
C 2.47843 1.48184 0.89379
C 1.13671 1.93892 1.45869
N 0.09323 1.81384 0.43943
C -0.78731 2.77518 0.30353
N -1.44606 2.99389 -0.86349
C -1.02647 2.53558 -2.16404
C -2.44396 4.04527 -0.74233
C -2.18392 4.60615 0.65726
N -1.20019 3.68446 1.22054
C -1.01824 3.67876 2.65999
H 6.33610 0.50336 1.91504
H 4.84107 0.98900 2.69979
H 5.23089 1.55902 1.05456
H 5.53648 -1.97360 2.40348
H 6.44759 -1.61352 0.92751
H 4.51811 -3.68944 1.12701
H 4.99676 -2.94704 -0.41064
H 2.15475 -3.76036 0.19650
H 2.50138 -2.83939 -1.27459
H 1.32655 -2.22618 -0.08287
H 2.71744 2.09430 0.01289
H 3.21526 1.70061 1.66117
H 1.26518 2.97406 1.77763
H 0.90990 1.32241 2.33439
H 0.02155 2.23542 -2.12612
H -1.12460 3.35427 -2.87882
H -1.62934 1.69498 -2.51528
H -3.45156 3.63215 -0.83373
H -2.30593 4.79157 -1.52513
H -3.08892 4.59742 1.26502
H -1.79303 5.62634 0.64452
H -1.93477 4.03921 3.12538
H -0.20428 4.33761 2.97006
H -0.83236 2.67440 3.03025
N 1.92434 0.49922 -7.41095
C 1.61901 0.22246 -6.33920
C 1.27790 -0.11218 -4.99702
C 2.10960 0.28846 -3.94819
C 1.76920 -0.05205 -2.65930
N 0.63943 -0.72700 -2.33604
C -0.12084 -1.15438 -3.35628
C 0.15202 -0.87279 -4.67629
H 3.01709 0.84083 -4.14811
H 2.46643 0.15940 -1.85387
H -0.98648 -1.73994 -3.08234
H -0.50565 -1.23159 -5.45518
C -1.26492 -3.13784 -0.40938
Si -1.52538 -1.31569 0.16937
C -3.34388 -0.90624 -0.43420
C -4.39994 -1.85789 0.13926
C -3.37567 -1.04098 -1.96090
C -3.75051 0.52547 -0.06671
C -1.40740 -1.48415 2.11733
C 0.06013 -1.75478 2.48059
C -1.84710 -0.18215 2.80191
C -2.23166 -2.64331 2.68973
H -2.19115 -3.71253 -0.35166
H -0.53115 -3.64840 0.21763
H -0.90689 -3.20254 -1.44107
H -4.16407 -2.90523 -0.05410
H -5.37507 -1.65089 -0.31616
H -4.51025 -1.72295 1.21468
H -3.15895 -2.06836 -2.26862
H -2.65726 -0.37028 -2.44053
H -4.37262 -0.78935 -2.33762
H -3.87581 0.63526 1.01128
H -4.70811 0.77802 -0.53683
H -3.00021 1.24869 -0.39322
H 0.73300 -1.00295 2.06433
H 0.38429 -2.73342 2.11550
H 0.18114 -1.75544 3.56959
H -1.39692 0.69292 2.32196
H -1.56011 -0.18446 3.86000
H -2.93137 -0.06496 2.76062
H -1.98772 -3.58960 2.20282
H -3.30219 -2.47650 2.58205
H -2.02395 -2.75614 3.75985
*
```

=====

5.
# C27H50FIN3O5

2 unconnected molecules or ions with the total composition C27H50FIN3O5 (wB97M-V/def2-TZVPD, the OMol25 dataset).

Total energy ... -54333.1897 eV
Lowest unoccupied orbital energy ... 1.38 eV
Largest force on an atom ... 2.4 eV/Å
Kohn-Sham gap ... 2.86 eV

ORCA input file:
```
! RIJCOSX wB97M-V def2-TZVPD def2/J DEFGRID3
* xyz -1 1
C -4.34781 1.91749 4.68496
C -3.15126 2.64247 5.30161
C -1.99669 1.68356 5.56920
F -1.35382 2.03205 6.74218
N -1.01608 1.68404 4.51986
C -0.73481 0.65027 3.71476
N -1.46618 -0.51571 3.77231
C -1.45472 -0.98413 2.32424
C -1.77803 -2.46589 2.32328
C -3.13136 -2.75825 2.90238
O -3.67103 -3.79626 2.78202
C -0.06326 -0.44591 1.74404
C 0.97661 -1.57193 1.79432
C 0.89055 -2.68672 0.72893
C 1.85699 -2.52325 -0.44481
C 1.96978 -3.81290 -1.27680
C 2.27181 -3.50094 -2.75388
C 1.02559 -3.17147 -3.59460
C 1.20736 -1.88493 -4.40365
C 0.00374 -1.50508 -5.28948
C -0.79793 -0.28902 -4.78043
C -1.02982 0.79734 -5.82601
C -1.75937 2.00893 -5.20851
C -0.81701 3.10381 -4.70646
O -1.07728 3.34624 -3.33135
C -0.48094 4.51313 -2.81544
C -0.42163 0.34638 0.45234
I -1.63438 -0.79997 -0.94017
C 0.64977 1.13243 -0.35176
C 2.13850 0.78095 -0.17303
N 0.24478 0.60457 2.82141
C 1.24946 1.68576 2.74017
C 2.68612 1.29141 3.09697
H -4.15468 1.60202 3.65788
H -4.58493 1.02264 5.26521
H -5.23546 2.54469 4.69699
H -2.81877 3.45171 4.65394
H -3.44764 3.05530 6.26598
H -2.36824 0.66913 5.69950
H -0.48521 2.53129 4.41085
H -2.42893 -0.28577 3.99709
H -2.28435 -0.44190 1.86137
H -1.04847 -2.99988 2.93538
H -1.78036 -2.90643 1.33251
H -3.64979 -1.96545 3.47233
H 0.82306 -2.02587 2.77949
H 2.03237 -1.22049 1.79966
H -0.11611 -2.86568 0.35836
H 1.18026 -3.61518 1.23425
H 2.81275 -2.22629 0.00353
H 1.46881 -1.75960 -1.12824
H 1.00951 -4.34139 -1.22928
H 2.75778 -4.45619 -0.88579
H 2.92097 -2.62068 -2.77399
H 2.83857 -4.30896 -3.21874
H 0.84701 -3.98220 -4.31012
H 0.12703 -3.10371 -2.97593
H 2.09637 -1.98962 -5.02699
H 1.38711 -1.07461 -3.69285
H -0.66431 -2.35690 -5.42751
H 0.37778 -1.25290 -6.28629
H -0.25063 0.17408 -3.95818
H -1.77835 -0.59893 -4.41362
H -0.06775 1.13707 -6.21610
H -1.61474 0.41590 -6.66510
H -2.48685 2.42613 -5.90545
H -2.32742 1.67544 -4.33759
H 0.22377 2.77696 -4.82038
H -0.94745 4.03345 -5.27016
H 0.37532 4.26496 -2.18309
H -0.14748 5.18686 -3.60808
H -1.21236 5.04758 -2.20532
H -1.15816 1.07520 0.79365
H 0.49231 2.18236 -0.08176
H 0.40491 1.09167 -1.41234
H 2.73454 1.69276 -0.22986
H 2.40631 0.32083 0.76679
H 2.52782 0.14614 -0.96050
H 1.19629 2.19352 1.78172
H 0.96482 2.42792 3.48175
H 3.02996 1.90829 3.92877
H 3.35726 1.48098 2.25864
H 2.77903 0.24749 3.38434
C 4.76281 -0.47851 1.57125
O 5.53547 -0.65351 2.55981
O 3.78072 -1.34230 1.33735
O 4.82004 0.58211 0.81628
*
```